Entry from the Open Molecules 2025 dataset: the ion C6H13F3N4PS with charge +1 (ωB97M-V/def2-TZVPD).

Atoms and positions in Å:
S 1.36856 1.53323 1.62500
P -0.34164 0.91516 2.24868
F 2.13653 0.44230 -2.87948
F 1.32086 1.68348 -4.45721
F 1.52892 2.47810 -2.45229
N 0.33652 -1.18590 -0.50082
N 1.41405 -1.82121 3.46230
N -0.94263 -0.50209 1.41230
N -1.42278 0.34214 -0.68950
C -0.76314 1.40486 -1.54426
C -0.65564 -0.45108 0.07514
C 1.21060 1.37864 -3.15176
C -0.65082 -1.81206 2.07983
C -0.19020 0.87705 -2.85626
C 0.80337 -2.11629 2.40048
H 1.35888 -2.64031 1.63280
H -1.54999 2.10681 -1.78132
H -0.04044 1.93607 -0.93840
H -0.42526 0.57124 3.60444
H -2.09589 0.77871 -0.06187
H -1.05805 -2.61528 1.47952
H 0.78100 -1.35161 4.11461
H -1.21735 -1.82157 3.00478
H -0.13028 -0.20073 -2.81783
H -0.83959 1.11837 -3.68529
H 1.28910 -0.88226 -0.36109
H 0.13666 -2.02453 -1.01176
H -1.36136 1.85875 2.04927

Results
net charge = +1
HOMO energy = -13.206 eV
SMILES = [H]/N=C\CN([PH2]=S)/C(N)=[NH+]/CCC(F)(F)F
E_tot = -40662.495 eV
LUMO = -5.07 eV
maximum force = 0.044 hartree/bohr